{"formula": "C3F27O9P3PdS3", "method": "ωB97M-V/def2-TZVPD", "symbols": ["Pd", "C", "F", "F", "F", "S", "O", "O", "O", "C", "F", "F", "F", "S", "O", "O", "O", "C", "F", "F", "F", "S", "O", "O", "O", "P", "F", "F", "F", "F", "F", "F", "P", "F", "F", "F", "F", "F", "F", "P", "F", "F", "F", "F", "F", "F"], "xyz": [[-0.2825, -0.3357, 0.3581], [4.3123, -0.8014, -0.3187], [4.0138, -1.2319, -1.5375], [3.9472, -1.7844, 0.5140], [5.6066, -0.5368, -0.1026], [3.2641, 0.7576, 0.0567], [1.8859, 0.2748, 0.1748], [3.7485, 1.3392, 1.2920], [3.4190, 1.5963, -1.1545], [-0.7370, -0.2726, -4.3830], [-0.2308, -0.2291, -5.6222], [-1.7004, 0.6462, -4.2271], [-1.2616, -1.4888, -4.2269], [0.6107, 0.1033, -3.0817], [1.7051, -0.7718, -3.4466], [0.9588, 1.5090, -3.2673], [0.0184, -0.1340, -1.7579], [0.4468, 3.9356, 1.8309], [1.7714, 3.7990, 1.7918], [-0.0680, 3.1547, 2.7732], [0.1545, 5.2254, 2.0268], [-0.2510, 3.3281, 0.1204], [0.8074, 3.5064, -0.8447], [-0.4798, 1.8950, 0.3088], [-1.4139, 4.1449, -0.1387], [0.1067, -0.8069, 3.3712], [-0.2086, -2.2579, 4.0481], [1.1058, -1.5254, 2.3318], [-1.1034, -0.9783, 2.2233], [0.5488, 0.5569, 2.6431], [-0.8040, 0.0538, 4.3575], [1.3720, -0.5604, 4.4207], [-3.9288, 0.5923, 0.2210], [-4.3301, -0.8434, 0.8672], [-2.4622, -0.0600, -0.1729], [-4.5923, 0.2396, -1.2439], [-3.4374, 1.9794, -0.4461], [-5.3077, 1.3028, 0.7282], [-3.2427, 1.0851, 1.5921], [-0.5924, -3.7810, -0.3130], [-0.5840, -3.5055, -1.8969], [0.7397, -2.8400, -0.1708], [-1.3427, -2.3404, 0.0345], [-0.5636, -4.1760, 1.2615], [-1.9538, -4.6372, -0.4319], [0.3352, -5.1266, -0.5625]], "forces_ev_per_a": [[0.5, 1.6, -1.9], [-2.7, 1.2, 1.1], [1.2, 0.1, -0.3], [0.5, -0.3, 0.3], [0.5, -0.4, -0.7], [-1.6, 2.1, -1.9], [1.3, -0.8, 0.1], [0.8, -0.6, -0.2], [0.8, -1.6, 1.8], [0.8, 0.3, 2.2], [-0.2, 0.4, -0.4], [-0.1, -0.3, -0.7], [-0.3, -0.1, -0.1], [2.1, 2.0, 1.0], [-0.8, -0.7, -0.2], [-1.2, -1.1, -0.7], [-0.6, -0.6, -1.9], [-0.6, -1.9, -2.9], [0.0, 0.2, 0.7], [0.2, 0.8, 0.7], [-0.1, 0.4, 0.7], [1.0, -0.9, -1.5], [0.3, 1.0, 0.7], [-0.7, 0.5, 1.1], [-0.3, 0.1, 0.9], [2.9, 0.6, 0.0], [-0.6, 1.2, -0.1], [0.0, -0.9, 0.3], [-0.1, -0.2, 2.0], [-0.5, 0.6, 0.1], [-1.0, -0.9, 0.1], [-0.6, -0.7, 0.0], [1.3, 1.6, 0.0], [-0.4, 0.6, -0.5], [-0.8, -0.4, -0.7], [0.1, -0.7, 1.1], [-0.4, -0.1, -0.1], [-0.4, -0.6, -0.3], [-0.2, -0.5, 0.6], [1.9, 0.3, 0.6], [-0.6, 0.0, 0.3], [0.4, -1.1, 0.0], [-1.2, -1.6, -0.5], [0.0, 0.6, -0.1], [-0.2, 0.4, -0.3], [-0.3, 0.3, -0.2]], "mulliken_spin": [1.766, 0.000, 0.000, 0.000, 0.000, 0.006, 0.004, 0.001, 0.004, 0.009, 0.001, 0.000, 0.000, 0.015, 0.002, 0.002, 0.047, 0.002, 0.000, 0.000, 0.000, 0.007, 0.000, 0.028, 0.008, -0.008, 0.000, 0.003, 0.038, 0.004, 0.000, 0.000, 0.005, 0.000, 0.028, 0.001, 0.001, 0.000, -0.001, 0.001, 0.000, 0.005, 0.020, 0.000, 0.000, 0.000], "fmax_ev_per_a": 3.5, "homo_lumo_gap_ev": [7.537, 7.501], "homo_ha": [0.038, 0.039], "total_charge": -4, "multiplicity": 3}

=====

{"formula": "C5H12NO", "method": "ωB97M-V/def2-TZVPD", "symbols": ["C", "C", "C", "C", "C", "N", "H", "H", "H", "H", "H", "H", "H", "H", "H", "H", "H", "H", "O"], "xyz": [[-0.7007, 2.2007, 0.7760], [-1.1838, 0.6766, 0.2564], [-0.4089, -0.3912, 1.0583], [-0.4795, -0.9650, 2.2561], [1.5623, -0.8332, -0.3646], [0.4321, -1.1793, 0.1910], [0.3722, 2.0548, 1.3066], [-1.4144, 2.6489, 1.4753], [-0.7260, 2.9964, 0.0552], [-1.1831, 0.6848, -0.7971], [-2.1687, 0.8015, 0.5950], [-1.0377, -0.4619, 3.1328], [-0.2607, -2.0222, 2.3387], [2.6326, -1.1323, 0.0106], [1.5869, 0.0667, -1.0182], [0.2575, -2.1654, 0.1133], [0.1614, 0.7373, -3.6283], [1.5440, -0.0409, -3.4644], [0.5594, -0.0051, -3.1687]], "forces_ev_per_a": [[1.9, -1.7, 1.2], [1.9, 3.7, 3.6], [-2.3, 0.6, -2.2], [-2.1, 1.4, 1.1], [1.2, 2.2, 0.5], [2.3, -1.3, -1.5], [-2.5, 0.9, -1.3], [0.2, -0.8, 0.5], [0.7, -0.2, -1.0], [0.6, -0.8, -1.1], [-1.6, -1.0, 0.3], [0.9, -0.9, -1.7], [0.8, 0.2, 0.5], [-2.1, -1.4, -1.7], [-0.2, 0.2, 1.3], [0.4, -1.0, 1.6], [0.1, 0.2, -0.3], [-2.7, 0.3, 0.4], [2.7, -0.4, -0.1]], "lowdin_charge": [-0.060, -0.103, -0.287, 0.122, 0.185, 0.048, 0.113, 0.058, 0.044, 0.082, 0.083, 0.133, 0.085, 0.179, 0.100, 0.170, 0.042, 0.103, -0.097], "fmax_ev_per_a": 5.5, "homo_lumo_gap_ev": 7.716, "homo_ha": -0.518, "total_charge": 1}

=====

{"formula": "C23H50BF3I2N12O19PS5", "method": "ωB97M-V/def2-TZVPD", "symbols": ["C", "C", "B", "O", "C", "C", "I", "C", "C", "I", "C", "S", "C", "C", "N", "S", "P", "S", "C", "N", "N", "C", "S", "C", "C", "C", "N", "S", "O", "O", "C", "F", "F", "F", "H", "H", "H", "H", "H", "H", "H", "H", "H", "H", "H", "H", "H", "H", "H", "H", "H", "H", "H", "H", "H", "H", "H", "H", "H", "H", "C", "N", "O", "O", "H", "H", "H", "C", "N", "O", "O", "H", "H", "H", "C", "N", "O", "O", "H", "H", "H", "C", "N", "O", "O", "H", "H", "H", "C", "N", "O", "O", "H", "H", "H", "C", "N", "O", "O", "H", "H", "H", "C", "N", "O", "O", "H", "H", "H", "C", "N", "O", "O", "H", "H", "H"], "xyz": [[0.9535, -5.1731, 3.6397], [1.2655, -4.1034, 2.4310], [0.3547, -2.7220, 2.4918], [-0.9722, -3.0053, 3.1473], [0.7569, -1.2137, 1.8681], [0.8087, -0.4662, 3.3228], [1.7455, -1.7164, 4.9444], [-0.5658, -0.0535, 4.0834], [-0.6518, 1.5934, 4.3794], [-0.6766, -0.8108, 6.2016], [2.2151, -1.1634, 1.0031], [3.8155, -1.1656, 1.9620], [2.4852, -2.3198, -0.1156], [3.9778, -2.9815, -0.1824], [2.4040, 0.1001, 0.1340], [2.8348, 1.4464, 1.2493], [3.7466, 0.4294, -0.9001], [4.0436, -0.3323, -2.6195], [0.9210, 0.3822, -0.2293], [0.8113, 0.4660, -1.7215], [0.9489, 1.8657, 0.1595], [0.5935, 2.7149, -0.8506], [-0.3204, 3.6756, -1.9694], [-0.1715, -0.6177, 0.6076], [-1.3199, 0.5161, 0.8939], [-2.8136, 0.0235, 1.3499], [-3.9380, 0.6316, 0.7714], [-1.0850, -1.7457, -0.5593], [-2.1374, -0.9919, -1.4825], [-0.2071, -2.3947, -1.7083], [-2.0451, -3.2203, 0.0039], [-1.2313, -4.4861, 0.1817], [-2.8908, -3.6155, -1.1986], [-3.0472, -3.0629, 1.0642], [0.7523, -4.6485, 4.6757], [-0.0648, -5.7204, 3.3414], [1.7510, -6.0341, 3.7408], [2.4279, -3.8476, 2.5084], [1.0838, -4.7020, 1.4146], [-0.8571, -3.1131, 4.1357], [1.4744, 0.4838, 3.4096], [-1.5524, -0.5095, 3.6795], [-1.7616, 1.9577, 4.5267], [-0.1323, 2.2207, 3.5063], [-0.0077, 1.8384, 5.3476], [3.7969, -0.4358, 3.1417], [2.2678, -1.9629, -1.2366], [1.7380, -3.2527, -0.0758], [4.8468, -2.2180, -0.4790], [4.2644, -3.6879, 0.7105], [3.9406, -3.7163, -1.1284], [4.2209, 1.6140, 1.2911], [3.7292, 1.8871, -1.1432], [5.0282, 0.2543, -0.1932], [-0.1564, 0.4761, -2.1046], [1.2577, -0.3264, -2.2327], [-1.5092, 1.1183, -0.1182], [-1.0426, 1.3301, 1.6879], [-3.0778, -0.7759, 2.1658], [-3.6641, 1.3597, 0.0838], [3.5455, -3.7702, -5.6668], [3.8241, -2.7281, -4.6422], [4.4963, -1.7522, -4.9956], [3.3600, -2.9190, -3.5121], [4.0117, -3.4732, -6.6088], [3.9701, -4.7092, -5.3058], [2.4617, -3.8413, -5.7784], [-0.7397, 6.0089, 3.0279], [-0.3861, 4.6581, 2.5144], [-1.3024, 3.9736, 2.0442], [0.8012, 4.3230, 2.5978], [-1.8114, 6.1694, 2.8916], [-0.4772, 6.0379, 4.0874], [-0.1645, 6.7399, 2.4561], [-4.3121, 7.2745, 0.0749], [-2.9264, 7.7834, 0.2599], [-2.3899, 8.3302, -0.7108], [-2.4163, 7.6197, 1.3743], [-4.6325, 7.4855, -0.9477], [-4.2953, 6.1984, 0.2594], [-4.9516, 7.7908, 0.7936], [-5.8363, -3.7413, -0.6444], [-7.3032, -3.9871, -0.6812], [-8.0207, -3.2308, -0.0162], [-7.6930, -4.9322, -1.3768], [-5.6378, -2.8842, 0.0027], [-5.3612, -4.6413, -0.2488], [-5.5107, -3.5366, -1.6663], [5.1010, 3.0116, -5.2874], [5.2525, 3.2140, -3.8212], [6.2728, 3.7944, -3.4325], [4.3429, 2.7846, -3.1021], [5.9699, 3.4366, -5.7945], [5.0375, 1.9364, -5.4669], [4.1862, 3.5207, -5.5976], [-0.9022, 1.3594, -5.6547], [0.4836, 1.8683, -5.4697], [1.0200, 2.4151, -6.4404], [0.9936, 1.7047, -4.3553], [-1.2225, 1.5704, -6.6773], [-0.8854, 0.2833, -5.4702], [-1.5416, 1.8758, -4.9359], [7.5918, 2.8537, -0.3130], [6.6430, 2.2180, 0.6405], [6.6270, 0.9823, 0.6839], [5.9412, 2.9773, 1.3186], [8.1413, 2.0706, -0.8397], [7.0044, 3.4506, -1.0137], [8.2731, 3.4790, 0.2676], [-10.1535, -3.5973, 2.1766], [-11.1023, -4.2330, 3.1301], [-11.1182, -5.4687, 3.1734], [-11.8040, -3.4737, 3.8082], [-9.6040, -4.3804, 1.6498], [-10.7408, -3.0004, 1.4758], [-9.4722, -2.9720, 2.7571]], "forces_ev_per_a": [[-1.5, -0.5, -0.4], [1.6, -0.7, 0.2], [-1.1, -2.9, 1.1], [2.7, 1.9, -0.4], [0.4, -0.1, -1.3], [-0.2, 1.6, 1.1], [3.6, -0.9, -3.1], [-1.1, 1.3, 0.6], [0.8, 0.2, -0.4], [-3.7, 1.4, 0.4], [2.1, -2.3, 0.8], [0.3, -1.4, 0.9], [-0.7, -2.3, -1.5], [0.5, -1.0, -1.5], [-2.7, 0.0, 3.6], [0.9, 2.7, 2.6], [4.4, 1.5, -4.3], [-0.4, -0.4, 0.0], [0.0, 2.6, -3.9], [0.1, -1.9, 0.2], [-5.1, 3.4, -5.9], [-2.2, -2.2, 1.9], [3.6, -2.9, 4.0], [0.5, 3.7, 2.5], [-1.9, 0.7, 0.4], [-4.0, 2.5, -2.6], [5.2, -2.7, 2.9], [-0.1, 0.4, -11.6], [3.0, -1.5, 5.0], [-1.6, 1.4, 5.5], [-4.3, -6.1, 0.1], [-2.5, 4.9, 0.0], [3.1, 1.8, 3.9], [3.9, -0.4, -3.3], [0.7, -1.1, -2.0], [2.2, 1.2, 0.8], [-1.4, 2.1, -0.2], [-2.4, -0.5, -0.5], [0.4, 1.4, 2.0], [-0.2, -0.1, -1.6], [-1.1, -1.9, -0.7], [2.0, 0.9, 0.4], [2.3, -0.9, -0.3], [-1.3, -1.5, 1.7], [-1.5, -0.6, -2.1], [-0.9, -0.4, -1.1], [0.5, -0.3, 2.7], [1.5, 2.3, 0.5], [-2.0, -1.7, 1.0], [-0.6, 1.8, -1.5], [-0.1, 1.7, 2.0], [-0.6, -1.3, -0.2], [-0.7, -1.3, 0.9], [-2.0, 0.0, 0.2], [0.6, 0.1, 0.9], [-0.3, 0.6, 0.7], [0.5, -1.5, 2.2], [0.1, -1.7, -1.4], [0.9, 1.6, -1.7], [0.2, -0.6, 0.3], [0.1, -0.1, -0.4], [0.2, 0.7, 0.5], [-0.9, -1.4, 0.5], [0.6, 0.0, -1.7], [-0.1, 0.0, 0.3], [-0.2, 0.2, 0.0], [0.2, -0.1, 0.2], [-0.3, 0.1, 0.2], [0.2, -0.5, -0.2], [1.4, 0.5, 0.5], [-1.7, 0.0, -0.3], [0.4, -0.2, 0.0], [0.1, 0.0, -0.2], [-0.1, -0.2, 0.2], [-0.3, 0.0, -0.2], [0.9, 0.6, -0.4], [-0.6, -0.9, 1.7], [-0.6, 0.4, -1.6], [0.2, 0.0, 0.3], [0.0, 0.2, 0.1], [0.2, -0.2, 0.0], [0.2, 0.2, 0.1], [-1.0, -0.3, -0.2], [0.8, -1.1, -0.9], [0.4, 1.5, 1.1], [-0.2, -0.2, -0.2], [-0.1, 0.1, -0.2], [-0.1, -0.2, 0.2], [0.1, 0.1, -0.3], [0.1, 0.2, 0.8], [-1.4, -0.9, -0.1], [1.5, 0.9, -0.8], [-0.2, -0.1, 0.3], [-0.2, 0.2, 0.1], [0.1, -0.2, 0.1], [-0.2, 0.0, -0.3], [1.0, 0.4, -0.2], [-0.6, -0.8, 1.6], [-0.6, 0.2, -1.6], [0.2, 0.0, 0.3], [0.0, 0.2, 0.1], [0.2, -0.2, 0.0], [0.3, -0.1, -0.2], [0.0, 0.0, 0.4], [-0.3, 1.5, 0.3], [0.6, -1.4, -0.8], [-0.2, 0.1, 0.2], [0.0, 0.0, 0.2], [-0.2, 0.0, -0.1], [0.2, -0.2, -0.2], [-0.7, -0.5, 0.7], [-0.1, 1.8, 0.1], [0.9, -1.2, -0.9], [-0.3, 0.2, 0.2], [0.1, 0.0, 0.2], [-0.2, 0.0, -0.1]], "lowdin_charge": [-0.144, -0.209, -0.511, -0.032, -0.169, -0.526, 0.932, -0.679, -0.194, 0.725, -0.573, 0.765, -0.240, -0.184, -0.554, 0.854, 0.333, 0.420, -0.388, 0.066, -0.151, -0.469, 0.675, -0.208, -0.142, -0.162, 0.082, 0.957, -0.326, -0.338, -0.261, 0.018, 0.000, 0.034, 0.053, 0.100, 0.096, 0.093, 0.121, 0.066, 0.063, 0.056, 0.104, 0.055, 0.071, -0.105, 0.080, 0.125, 0.067, 0.083, 0.101, -0.084, 0.022, -0.002, 0.090, 0.063, 0.126, 0.112, 0.120, 0.037, 0.049, -0.417, -0.029, -0.048, 0.100, 0.106, 0.104, 0.041, -0.408, 0.027, 0.032, 0.077, 0.109, 0.107, 0.046, -0.406, 0.072, 0.021, 0.099, 0.101, 0.106, 0.022, -0.412, 0.042, 0.066, 0.090, 0.102, 0.101, 0.058, -0.399, 0.051, -0.029, 0.100, 0.103, 0.105, 0.046, -0.416, 0.063, -0.003, 0.101, 0.104, 0.096, 0.065, -0.398, 0.006, 0.050, 0.107, 0.087, 0.112, 0.018, -0.427, 0.053, 0.046, 0.080, 0.104, 0.101], "fmax_ev_per_a": 11.6, "homo_lumo_gap_ev": 5.555, "homo_ha": -0.367, "total_charge": 1}

=====

{"formula": "C4H8O", "method": "ωB97M-V/def2-TZVPD", "symbols": ["C", "C", "C", "O", "C", "H", "H", "H", "H", "H", "H", "H", "H"], "xyz": [[2.0185, -0.0905, 0.1905], [0.8353, -0.5914, -0.1542], [-0.4077, -0.7677, 0.7508], [-1.4873, -0.4267, -0.0989], [-1.4871, 0.9232, -0.5305], [2.8910, -0.0326, -0.3994], [2.2093, 0.2882, 1.2527], [0.7031, -1.0223, -1.2120], [-0.5356, -1.8694, 0.8037], [-0.2966, -0.2491, 1.6987], [-0.5413, 1.1470, -1.1282], [-2.2843, 1.0862, -1.4246], [-1.6173, 1.6051, 0.2514]], "forces_ev_per_a": [[-0.8, 0.4, 2.6], [0.5, -0.8, -0.6], [1.4, -1.0, -2.9], [-1.2, 0.9, 0.4], [0.0, -0.8, -4.6], [0.6, -0.1, -1.0], [-0.5, -0.5, -1.5], [0.1, 0.7, 1.7], [0.1, 0.7, 0.8], [-0.4, 0.1, 0.2], [-0.8, -0.1, 1.1], [1.3, -0.6, 2.6], [-0.3, 1.1, 1.2]], "lowdin_charge": [-0.015, -0.193, -0.215, -0.224, -0.127, 0.029, 0.082, 0.137, 0.131, 0.118, 0.087, 0.134, 0.056], "fmax_ev_per_a": 4.6, "homo_lumo_gap_ev": 11.045, "smiles": "C=CCOC", "homo_ha": -0.364}

=====

We obtain energy above the lowest of the compared OMol25 structures with the same formula, charge and spin values of 2.295, 4.933, 7.508, 2.125 eV for the records listed above, in that order.